(1)
Computed, not measured: the ion C8H11N2O3S with charge +1 in a non-equilibrium geometry, with wB97M-V/def2-TZVPD.

Atoms and positions in Å:
N -2.5276 1.0346 0.9742
C -1.7782 0.0167 0.3235
C -2.5184 -0.5694 -0.8675
C -1.6609 -0.2290 -2.0190
C -0.5281 0.4523 -1.6909
N -0.5533 0.6374 -0.3078
S 0.7461 0.5378 0.7250
O 1.0779 1.7778 1.3907
C 2.0601 -0.3240 -0.0365
C 3.3579 0.3660 -0.4380
C 3.3369 -0.4599 0.8262
O 0.0893 -0.5107 1.7401
C -1.2761 -0.9123 1.4642
O -1.8572 -1.6842 2.0949
H -2.9509 0.8873 1.9141
H -3.3429 1.5327 0.5657
H -3.5677 -0.2294 -0.8880
H -2.6967 -1.7075 -0.9213
H -1.8526 -0.5550 -3.0489
H 0.2775 0.9427 -2.3585
H 1.7718 -1.1604 -0.6608
H 3.6510 1.4016 -0.1623
H 3.9149 0.1628 -1.2875
H 3.5989 -1.5007 0.9101
H 3.2284 0.0928 1.7583

Properties
Max |F|: 3.6 eV/Å
SMILES string: N[C@@]12CC=C[N+]1=[S@](=O)(C1CC1)OC2=O
Gap between HOMO and LUMO: 9.86 eV
Charge: +1
E_HOMO: -12.94 eV
LUMO energy: -3.077 eV


(2)
Computed, not measured: a cluster of 2 separate species, C8H11N4 in total in a non-equilibrium geometry, with wB97M-V/def2-TZVPD.

Atoms and positions in Å:
C -2.2539 1.4573 -0.1403
C -3.4195 0.6603 -0.2124
C -1.1915 0.6665 -0.3774
C -1.6745 -0.6462 -0.4699
C -0.8816 -1.7319 -0.7935
C 0.4868 -1.6229 -0.7492
C 0.4361 0.9245 -0.6564
C 1.2025 -0.3983 -0.7006
N 0.6259 2.0609 -1.1094
N -3.0782 -0.6211 -0.4535
N 2.5017 -0.1188 -0.9133
N 1.1539 0.3734 1.4861
H -2.2000 2.4586 0.0981
H -4.3204 1.0322 0.0552
H -1.3002 -2.7066 -0.7037
H 1.0106 -2.6117 -1.1046
H 1.6594 2.3342 -1.3251
H -3.7882 -1.4349 -0.3110
H 2.8809 0.8036 -0.9857
H 3.0876 -0.8720 -1.2660
H 0.2540 0.7959 1.8534
H 1.9062 1.0828 1.8406
H 1.2084 -0.6016 1.8191

Properties
Max |F|: 6.0 eV/Å
Gap between HOMO and LUMO (spin up / spin down): 7.02 / 7.02 eV
Charge: +1
E_HOMO (spin up / spin down): -11.91 / -11.91 eV
LUMO energy (spin up / spin down): -4.889 / -4.889 eV


(3)
Computed, not measured: a cluster of 2 separate species, C8H11NO in total in a non-equilibrium geometry, with wB97M-V/def2-TZVPD.

Atoms and positions in Å:
C -1.0100 -1.5171 -0.1627
C -2.3258 -1.2855 -0.0858
C -0.3525 -0.2442 -0.0283
C -1.3401 0.7406 0.0813
C -1.2827 2.1195 0.2797
C 0.9834 0.0182 -0.2661
C 1.8104 1.9991 -0.7991
C 2.0531 -1.9759 0.6551
N -2.5468 0.0802 0.1177
O 2.0718 -0.8244 -0.1574
H -0.5716 -2.4431 -0.4412
H -3.1897 -2.0285 -0.1072
H -2.1968 2.6058 0.6218
H -0.2798 2.5028 0.4420
H 0.8084 2.2999 -1.4133
H 1.9323 2.7465 -0.0111
H 2.6366 1.8652 -1.4377
H 1.9075 -2.8856 0.0078
H 1.2982 -2.0763 1.4301
H 3.0425 -2.1590 1.1367
H -3.4484 0.4617 0.1376

Properties
Max |F|: 5.9 eV/Å
Gap between HOMO and LUMO (spin up / spin down): 7.24 / 7.25 eV
Charge: 0
E_HOMO (spin up / spin down): -6.60 / -6.61 eV
LUMO energy (spin up / spin down): 0.642 / 0.646 eV


(4)
Computed, not measured: the molecule C8H11NO in a non-equilibrium geometry, with wB97M-V/def2-TZVPD.

Atoms and positions in Å:
C 2.9657 0.1131 0.5231
C 1.6018 -0.2593 -0.0565
C 1.4000 0.1777 -1.4672
O 1.0256 -1.4607 0.3642
C 0.4205 -0.2453 0.8871
C -1.0953 -0.0868 0.5542
C -2.0807 0.5260 1.3197
C -3.2467 0.3203 0.5055
C -2.9484 -0.3627 -0.6478
N -1.6007 -0.5879 -0.6569
H 3.7592 -0.5045 0.0275
H 3.0196 -0.0490 1.6405
H 3.1334 1.0950 0.3361
H 1.2733 -0.5544 -2.2239
H 1.9850 1.0198 -1.8981
H 0.3956 0.8186 -1.3216
H 0.6195 -0.1041 1.9287
H -1.8990 0.9996 2.2773
H -4.1450 0.8049 0.7120
H -3.5877 -0.6027 -1.4895
H -0.9956 -1.0576 -1.3144

Properties
Max |F|: 4.8 eV/Å
SMILES string: CC1(C)O[C@@H]1c1ccc[nH]1
Gap between HOMO and LUMO: 8.97 eV
Charge: 0
E_HOMO: -8.10 eV
LUMO energy: 0.863 eV


(5)
Computed, not measured: the molecule C8H11NO in a non-equilibrium geometry, with wB97M-V/def2-TZVPD.

Atoms and positions in Å:
C 2.6110 0.2469 -0.4578
C -1.4157 -0.0060 -0.8177
C 0.6255 -0.7967 0.0406
C 3.8130 0.2067 0.0510
C 1.1838 -2.0026 -0.0647
C -2.6977 0.3114 -0.6886
C -3.5274 0.0891 0.5101
C 0.8876 1.5137 0.4657
N 1.4269 0.3108 0.1072
O -0.7192 -0.8409 0.0273
H 3.9423 0.4806 1.1824
H 4.6060 0.0105 -0.6160
H 0.5428 -2.8927 0.0573
H 2.2026 -2.1845 -0.0951
H -3.2480 0.9725 -1.3806
H -3.3681 -0.9992 0.5741
H -4.5704 0.4209 0.3812
H -3.0144 0.6122 1.3823
H -0.0852 1.7974 0.4939
H 1.7188 2.2132 0.4546
H -0.9142 0.5366 -1.6071

Properties
Max |F|: 5.0 eV/Å
Gap between HOMO and LUMO (spin up / spin down): 7.37 / 8.01 eV
Charge: 0
E_HOMO (spin up / spin down): -7.47 / -7.87 eV
LUMO energy (spin up / spin down): -0.096 / 0.134 eV


(6)
Computed, not measured: the molecule C8H11NO in a non-equilibrium geometry, with wB97M-V/def2-TZVPD.

Atoms and positions in Å:
C 1.0085 -1.6657 -0.4435
C 0.1809 -2.6967 0.3855
C -1.8047 0.6282 0.0841
C -1.0904 -1.8314 0.0487
C -1.3176 -0.5534 0.1444
C 1.4188 -0.5165 0.3436
C 1.0118 0.8413 -0.1878
C 0.0475 2.9371 -0.0480
N 0.6679 1.8171 0.5105
O 1.2318 -1.7459 -1.5977
H 0.4413 -2.6927 1.4031
H -0.1268 -3.5826 -0.1203
H -2.4118 1.0867 0.8484
H -1.5222 1.2829 -0.6562
H -1.8266 -2.3360 -0.4791
H 0.9795 -0.7178 1.3991
H 2.4553 -0.8078 0.4684
H 1.0433 0.7899 -1.3306
H -0.3957 2.6571 -1.0834
H -0.7822 3.3275 0.6036
H 0.7913 3.7789 -0.2928

Properties
Multiplicity: 3
Max |F|: 8.9 eV/Å
Gap between HOMO and LUMO (spin up / spin down): 6.30 / 6.70 eV
Charge: 0
E_HOMO (spin up / spin down): -5.41 / -9.11 eV
LUMO energy (spin up / spin down): 0.890 / -2.413 eV